DFT (the ωB97M-V functional and the def2-TZVPD basis) results for a structure of composition C26H44BeF6ILiNO13P4S.

Last column: Mulliken charge in e.
Positions of all 98 atoms, in Å:
I1 -2.961 3.437 2.277  0.211
S1 -5.514 -0.652 2.728  -0.148
P1 2.163 -3.281 -0.699  0.709
P2 -6.564 1.738 1.292  0.467
P3 7.379 1.143 2.495  1.122
P4 -3.591 -0.698 -10.234  0.852
F1 10.609 2.474 5.247  -0.914
F2 -2.919 -1.297 -0.816  -0.194
F3 -2.660 0.605 -6.756  -0.240
F4 -3.107 2.862 -6.274  -0.201
F5 -5.194 -1.418 -0.361  -0.328
F6 -1.422 1.653 -5.048  -0.244
O1 2.654 -4.463 0.329  -0.310
O2 0.653 -3.223 0.128  -0.290
O3 -4.131 -1.096 -11.612  -0.537
O4 3.640 -3.399 -1.580  -0.266
O5 2.556 -1.914 -0.151  -0.409
O6 7.370 0.335 1.186  -0.747
O7 7.398 2.132 3.897  -0.390
O8 -4.440 0.446 -9.668  -0.386
O9 -8.662 1.705 -2.249  -0.991
O10 -3.656 -1.906 -9.293  -0.384
O11 -2.137 -0.231 -10.364  -0.498
O12 5.777 0.828 2.812  -0.337
O13 8.070 -0.050 3.405  -0.218
N1 -2.779 0.601 2.894  0.151
C1 10.356 0.756 3.562  -1.013
C2 -5.364 1.351 -4.946  -0.675
C3 6.611 1.930 5.062  -0.069
C4 7.173 0.881 5.999  -0.986
C5 3.952 -4.390 0.900  -0.326
C6 -4.131 -0.481 -0.629  1.089
C7 -0.469 -3.118 -0.738  -0.768
C8 -5.997 0.326 -2.429  -0.402
C9 4.821 1.015 1.777  -0.732
C10 -3.831 1.185 -4.538  -0.941
C11 -3.958 1.575 2.813  -1.277
C12 3.617 -4.385 -2.607  -0.801
C13 9.433 -0.377 3.161  -0.304
C14 -3.846 0.587 0.537  -0.598
C15 -6.433 0.908 -3.847  -0.503
C16 -2.728 1.620 -5.677  1.233
C17 -3.358 0.597 -3.128  0.156
C18 -0.953 1.535 -0.111  -0.375
C19 -4.440 0.167 -2.074  0.080
C20 -8.076 0.960 2.133  -1.099
C21 4.292 -0.336 1.330  -0.864
C22 -0.951 2.528 -0.981  -0.294
C23 -6.570 3.554 1.840  -1.015
C24 -4.936 0.842 1.703  0.613
C25 -2.611 0.075 1.465  -0.181
C26 -1.088 0.405 1.030  -0.099
Be1 -3.212 -0.718 -5.386  0.082
Li1 -3.692 -3.307 -6.734  0.361
H1 3.778 -0.835 2.158  0.293
H2 -2.230 0.497 -2.910  0.596
H3 -2.029 1.220 3.267  0.402
H4 -0.521 -3.995 -1.389  0.416
H5 -0.397 0.658 1.926  0.464
H6 5.248 1.569 0.937  0.393
H7 9.573 -0.647 2.109  0.222
H8 -2.818 -0.145 3.621  0.468
H9 -8.931 1.753 2.044  0.385
H10 -4.524 1.608 3.825  0.525
H11 -0.392 -2.211 -1.345  0.456
H12 11.402 0.456 3.458  0.448
H13 -8.480 0.020 1.595  0.280
H14 3.902 -4.770 1.924  0.245
H15 3.593 -0.228 0.500  0.491
H16 -1.219 3.355 -1.733  0.372
H17 -9.212 1.542 -3.008  0.149
H18 -6.029 3.609 2.875  0.281
H19 -1.376 -3.071 -0.134  0.142
H20 6.623 2.890 5.590  0.313
H21 -5.717 1.744 -5.969  0.416
H22 4.597 -4.408 -3.090  0.239
H23 5.104 -1.000 1.022  0.193
H24 9.662 -1.265 3.760  0.304
H25 10.178 1.061 4.602  0.285
H26 -7.565 0.994 -4.101  0.119
H27 4.634 -5.025 0.329  0.263
H28 6.688 0.946 6.978  0.409
H29 -6.038 4.254 1.102  0.257
H30 8.250 1.007 6.131  0.217
H31 10.186 1.638 2.936  0.151
H32 4.343 -3.370 0.926  0.056
H33 6.997 -0.128 5.616  0.242
H34 4.001 1.617 2.182  0.316
H35 -2.668 -1.074 1.660  0.232
H36 -7.953 0.800 3.284  0.320
H37 5.559 1.740 4.834  0.187
H38 -7.667 3.881 2.058  0.348
H39 3.407 -5.372 -2.181  0.342
H40 -6.811 -0.011 -1.671  0.317
H41 2.859 -4.132 -3.348  0.326
H42 -5.782 -0.220 4.024  0.188
H43 -3.720 1.598 -0.024  0.385
H44 -0.647 -0.567 0.556  -0.228

Output
charge: -1
max |F|: 10.1 eV/A
E: -4731.8475 hartree
2S+1: 1

***

DFT (the ωB97M-V functional and the def2-TZVPD basis) results for an isolated molecule of C4H7NO2.

Last column: Mulliken charge in e.
Positions of all 14 atoms, in Å:
O1 -1.826 0.229 -1.114  -0.543
O2 -0.121 0.744 1.320  -0.385
N1 0.487 -1.347 1.899  -0.739
C1 0.287 -0.503 0.981  0.742
C2 -0.505 0.691 -1.010  -0.006
C3 -0.241 1.588 0.181  -0.499
C4 0.380 -0.588 -0.536  -0.803
H1 0.766 -2.251 1.526  0.224
H2 -1.380 -0.633 -1.031  0.374
H3 -1.039 2.304 0.389  0.341
H4 0.702 2.116 0.005  0.260
H5 0.158 -1.638 -0.857  0.393
H6 -0.164 1.111 -1.966  0.367
H7 1.375 -0.382 -0.916  0.273

Output
charge: 0
max |F|: 3.2 eV/A
E: -361.7981 hartree
2S+1: 1
relative energy (zero: lowest compared OMol25 entry of this formula, charge and spin): 51.9 kcal per mole
SMILES string: [H]/N=C1\C[C@@H](O)CO1

***

DFT (the ωB97M-V functional and the def2-TZVPD basis) results for a structure of composition C27H36Br4ClN4NiO10P.

Last column: Mulliken charge in e.
Positions of all 84 atoms, in Å:
Br1 -2.381 2.958 -5.271  -0.183
Br2 -3.723 -2.965 -2.796  -0.178
Br3 -5.310 -1.985 -5.593  -0.238
Br4 -4.620 1.013 -6.853  -0.238
Ni1 -0.706 0.601 -1.310  0.434
Cl1 4.378 3.462 -6.109  -0.278
P1 -2.250 0.903 2.297  0.800
O1 2.610 1.489 0.043  -0.837
O2 0.584 1.945 -0.767  -0.695
O3 -0.797 0.835 3.062  -0.076
O4 2.596 -2.721 -0.876  -0.465
O5 -2.334 -0.732 2.124  -0.433
O6 -1.855 -0.782 -1.822  -0.039
O7 -2.034 1.489 0.948  -0.418
O8 -1.373 1.577 -2.766  -0.836
O9 1.831 -0.863 -1.860  -0.406
O10 -3.319 1.394 3.209  -0.869
N1 4.488 -1.175 -0.912  -0.678
N2 -0.076 -0.515 0.136  2.149
N3 3.904 -2.250 1.096  -0.166
N4 4.772 -3.513 -0.667  -0.737
C1 -2.854 1.247 -4.608  0.036
C2 2.951 -1.313 1.688  0.494
C3 2.258 3.016 -4.472  -1.040
C4 -3.171 -2.745 1.241  -1.365
C5 1.328 1.661 3.649  -1.406
C6 -0.325 3.221 2.639  -1.657
C7 -3.775 0.411 -5.261  0.173
C8 3.858 2.254 -2.336  -0.130
C9 -3.417 -1.259 -3.563  -0.213
C10 1.679 2.652 -3.263  -0.308
C11 -4.354 -1.579 3.128  -2.005
C12 3.982 -2.362 -0.314  0.038
C13 4.452 2.621 -3.534  -0.907
C14 1.697 -1.721 -1.031  0.006
C15 -2.224 0.853 -3.433  0.513
C16 3.636 2.997 -4.588  0.606
C17 -3.578 -1.400 1.828  1.765
C18 -0.152 2.019 3.563  1.768
C19 1.630 -1.896 2.192  -0.302
C20 0.486 -1.840 -0.118  0.693
C21 -4.393 -0.617 0.801  -1.667
C22 -2.508 -0.447 -2.907  -0.605
C23 2.476 2.265 -2.191  0.403
C24 0.760 -2.624 1.170  -0.724
C25 1.850 1.839 -0.872  0.327
C26 -4.060 -0.836 -4.740  0.243
C27 -0.721 2.314 4.949  -1.967
H1 4.240 -0.356 -0.363  0.294
H2 0.571 0.092 0.637  -0.320
H3 -1.795 2.482 4.872  0.346
H4 1.195 -3.588 0.899  0.573
H5 1.055 -1.068 2.614  -0.244
H6 -5.291 -2.111 2.936  0.432
H7 4.155 -4.296 -0.844  0.315
H8 1.892 2.476 4.109  0.549
H9 -0.914 -0.612 0.711  -0.295
H10 1.731 1.489 2.648  0.029
H11 -1.368 3.535 2.594  0.395
H12 -3.785 -0.415 -0.082  0.174
H13 1.824 -2.575 3.031  0.407
H14 -0.205 -2.824 1.639  0.107
H15 4.463 1.953 -1.490  0.389
H16 3.438 -0.817 2.532  0.434
H17 2.754 -0.506 0.977  -0.862
H18 -0.552 1.461 5.610  0.368
H19 -2.643 -2.593 0.298  -0.034
H20 5.275 -3.304 -1.519  0.328
H21 -0.011 2.980 1.624  0.230
H22 4.058 -1.037 -1.821  0.375
H23 3.903 -3.165 1.523  0.335
H24 1.641 3.305 -5.313  0.453
H25 -4.053 -3.357 1.042  0.501
H26 1.460 0.757 4.249  0.296
H27 0.603 2.646 -3.155  0.640
H28 -2.526 -3.278 1.943  0.269
H29 -3.761 -2.158 3.840  0.356
H30 -0.255 -2.398 -0.703  0.282
H31 -5.265 -1.204 0.503  0.515
H32 -4.566 -0.603 3.561  0.337
H33 -4.726 0.333 1.219  0.374
H34 -0.239 3.197 5.379  0.394
H35 5.527 2.614 -3.656  0.405
H36 0.278 4.049 3.024  0.472

Output
charge: -2
max |F|: 0.4 eV/A
E: -14628.1876 hartree
2S+1: 1
relative energy (zero: lowest compared OMol25 entry of this formula, charge and spin): 0.0 kcal per mole

***

DFT (the ωB97M-V functional and the def2-TZVPD basis) results for the ion C8H9Cl2N2S with charge +1.

Last column: Mulliken charge in e.
Positions of all 22 atoms, in Å:
Cl1 1.597 0.696 2.862  -0.071
Cl2 4.368 -0.083 -0.261  -0.136
S1 -2.081 0.048 0.720  -0.213
N1 2.686 -1.996 0.485  -0.449
N2 1.734 0.012 -0.414  -0.197
C1 -0.444 0.060 -1.313  0.366
C2 0.010 0.458 2.317  0.997
C3 -1.773 0.010 -0.942  -0.566
C4 2.852 -0.851 0.006  0.281
C5 -0.399 0.325 1.014  0.098
C6 0.395 0.060 -0.193  0.218
C7 -0.233 0.105 -2.811  -1.244
C8 -1.032 0.654 3.276  -1.415
H1 -2.025 0.782 2.948  0.480
H2 -0.059 -1.049 -3.151  0.288
H3 -0.779 1.465 3.831  0.423
H4 -1.080 -0.218 4.056  0.316
H5 3.475 -2.463 0.774  0.283
H6 2.099 0.321 -1.366  0.312
H7 -1.171 0.432 -3.276  0.367
H8 0.435 0.858 -3.271  0.401
H9 -2.575 0.101 -1.594  0.462

Output
charge: +1
max |F|: 4.5 eV/A
E: -1738.0001 hartree
2S+1: 1
relative energy (zero: lowest compared OMol25 entry of this formula, charge and spin): 40.6 kcal per mole

***

DFT (the ωB97M-V functional and the def2-TZVPD basis) results for a cluster of 2 separate species, C2H4N2O in total.

Last column: Mulliken charge in e.
Positions of all 9 atoms, in Å:
O1 0.388 1.055 0.207  -0.413
N1 -2.181 -0.831 0.363  -0.667
N2 3.105 -1.054 -0.036  -0.241
C1 1.426 0.885 -0.366  0.135
C2 2.337 -0.216 -0.170  0.205
H1 -2.825 -0.622 -0.389  0.222
H2 -2.646 -0.624 1.240  0.226
H3 -1.405 -0.177 0.296  0.261
H4 1.801 1.583 -1.143  0.273

Output
charge: 0
max |F|: 1.4 eV/A
E: -263.3142 hartree
2S+1: 1
relative energy (zero: lowest compared OMol25 entry of this formula, charge and spin): 30.8 kcal per mole
SMILES string: N#CC=O.N

***

DFT (the ωB97M-V functional and the def2-TZVPD basis) results for a structure of composition C14H25BNO3PS4SbTi.

Last column: Mulliken charge in e.
Positions of all 51 atoms, in Å:
Sb1 -0.599 -3.054 3.209  0.130
Ti1 -0.575 -0.996 0.467  -0.079
S1 0.840 -1.272 2.243  -0.533
S2 0.872 -1.161 -1.655  -0.807
S3 0.303 -5.072 2.519  -0.767
S4 -1.048 1.357 0.060  -0.436
P1 -1.469 -3.257 -0.594  1.163
O1 1.694 1.546 -1.711  -0.467
O2 -2.480 -0.944 0.988  -0.040
O3 3.036 0.199 -0.445  -0.606
N1 -3.048 0.227 1.410  0.286
C1 3.751 2.509 -2.420  -2.133
C2 -4.530 2.525 1.882  -0.487
C3 -2.559 1.432 0.942  0.315
C4 4.869 1.648 0.098  -1.930
C5 -3.277 2.570 1.192  -0.736
C6 3.361 1.541 -0.070  1.855
C7 2.669 1.826 1.259  -1.637
C8 -5.023 1.265 2.245  -0.405
C9 2.772 2.367 -1.255  1.701
C10 -2.330 -2.745 -2.125  -1.209
C11 2.216 3.725 -0.863  -1.770
C12 -4.306 0.129 1.993  -0.655
C13 -2.763 -4.232 0.240  -1.014
C14 -0.322 -4.545 -1.176  -1.094
B1 1.903 0.245 -1.253  0.895
H1 -5.981 1.163 2.742  0.330
H2 4.581 3.176 -2.176  0.318
H3 -2.858 3.507 0.851  0.371
H4 0.141 -4.988 -0.293  0.176
H5 2.938 2.813 1.646  0.273
H6 -2.755 -3.607 -2.648  0.400
H7 -3.237 -4.919 -0.467  0.384
H8 1.584 1.765 1.160  0.102
H9 5.175 1.029 0.942  0.491
H10 2.989 4.345 -0.401  0.317
H11 -1.624 -2.225 -2.772  0.331
H12 5.163 2.681 0.303  0.305
H13 -3.504 -3.548 0.654  0.225
H14 -0.858 -5.313 -1.741  0.377
H15 3.210 2.917 -3.275  0.508
H16 -4.600 -0.873 2.259  0.396
H17 4.151 1.534 -2.703  0.384
H18 5.394 1.298 -0.790  0.354
H19 1.383 3.608 -0.172  0.297
H20 0.447 -4.084 -1.794  0.325
H21 2.972 1.065 1.978  0.474
H22 -3.125 -2.049 -1.853  0.265
H23 -2.296 -4.791 1.053  0.271
H24 1.847 4.236 -1.754  0.461
H25 -5.093 3.427 2.076  0.327

Output
charge: -2
max |F|: 0.4 eV/A
E: -3877.8727 hartree
2S+1: 4
relative energy (zero: lowest compared OMol25 entry of this formula, charge and spin): 0.0 kcal per mole